Arrangement one

{"formula": "C5H5FS", "method": "ωB97M-V/def2-TZVPD", "elements": ["C", "C", "C", "C", "C", "H", "H", "H", "H", "H", "F", "S"], "xyz": [[1.22066, -0.35218, -0.22121], [0.84464, 0.02951, 1.02358], [-0.52519, 0.39712, 1.02552], [-1.09369, 0.16961, -0.32183], [0.07118, -0.36253, -1.10862], [1.39747, 0.07464, 1.93444], [-1.08168, 0.02278, 1.87291], [-2.09481, -0.12551, -0.47464], [0.16099, 0.37056, -1.86918], [-0.25248, -1.34138, -1.49776], [2.39686, -0.81861, -0.58252], [-1.04394, 1.93599, 0.21931]], "mulliken_charge": [0.42, -0.75, -0.15, -0.49, -0.54, 0.47, 0.44, 0.52, 0.24, 0.30, -0.29, -0.17], "total_charge": 0, "homo_energy_ha": -0.3223, "smiles": "FC1=C[C@H]2S[C@H]2C1", "homo_lumo_gap_ev": 9.7276}

***

Arrangement two

{"formula": "C5H5FS", "method": "ωB97M-V/def2-TZVPD", "elements": ["C", "C", "C", "C", "C", "H", "H", "H", "H", "H", "F", "S"], "xyz": [[-0.80036, 0.64298, 0.63436], [-0.43582, -0.50432, 1.15685], [0.67077, -1.08663, 0.40672], [0.78572, -0.20623, -0.80905], [-0.36018, 0.91015, -0.76564], [-0.90875, -0.92700, 2.05332], [1.63961, -1.45196, 0.90325], [1.68861, 0.10464, -1.26098], [-1.16063, 0.71024, -1.46352], [0.03772, 1.94192, -0.87060], [-1.49817, 1.62746, 1.27517], [0.34148, -1.76124, -1.25989]], "mulliken_charge": [0.51, -0.68, -0.31, -0.26, -0.55, 0.38, 0.37, 0.49, 0.26, 0.28, -0.29, -0.20], "total_charge": 0, "homo_energy_ha": -0.3211, "smiles": "FC1=C[C@H]2S[C@H]2C1", "homo_lumo_gap_ev": 9.5562}

***

What is the least stable structure shown above? It is arrangement two.